{
  "formula": "C30H27BrN8O6PSY",
  "method": "the ωB97M-V functional and the def2-TZVPD basis",
  "species": ["Y", "O", "N", "C", "C", "C", "C", "C", "S", "H", "H", "H", "H", "O", "C", "O", "C", "C", "C", "C", "C", "C", "P", "C", "C", "C", "C", "C", "C", "C", "C", "C", "C", "C", "C", "H", "H", "H", "H", "H", "H", "H", "H", "H", "H", "H", "H", "H", "H", "N", "N", "C", "N", "N", "N", "O", "O", "H", "H", "H", "H", "H", "O", "N", "Br", "C", "C", "C", "C", "N", "C", "H", "H", "H", "H"],
  "coordinates": [[1.8158, -0.0601, -0.0704], [3.9559, -0.4169, -0.7143], [4.3235, -0.5676, -1.9816], [5.5987, -0.2478, -2.2890], [6.0817, -0.3863, -3.5582], [5.2233, -0.8724, -4.5477], [3.9301, -1.1845, -4.2186], [3.4452, -1.0249, -2.9088], [1.8234, -1.3972, -2.4730], [6.1779, 0.1112, -1.4530], [7.1057, -0.1193, -3.7688], [5.5729, -0.9978, -5.5624], [3.2358, -1.5599, -4.9550], [0.8383, -1.5535, 3.1297], [0.6888, -2.1105, 2.0396], [1.4539, -1.9993, 1.0268], [-0.5221, -3.0028, 1.8600], [-0.4331, -4.3422, 2.2174], [-1.5244, -5.1829, 2.0671], [-2.7197, -4.7040, 1.5508], [-2.8217, -3.3742, 1.1853], [-1.7289, -2.5203, 1.3470], [-1.9525, -0.7930, 0.9230], [-2.9043, -0.6999, -0.5873], [-4.1466, -0.0804, -0.6529], [-4.8047, -0.0008, -1.8733], [-4.2215, -0.5319, -3.0120], [-2.9820, -1.1579, -2.9445], [-2.3206, -1.2471, -1.7345], [-2.7183, 0.1131, 2.2496], [-2.9637, 1.4750, 2.0628], [-3.5349, 2.2127, 3.0829], [-3.8542, 1.5955, 4.2869], [-3.5985, 0.2473, 4.4770], [-3.0255, -0.5013, 3.4598], [0.4984, -4.7243, 2.6125], [-1.4418, -6.2242, 2.3481], [-3.5654, -5.3657, 1.4246], [-3.7456, -2.9941, 0.7663], [-4.5955, 0.3399, 0.2384], [-5.7724, 0.4778, -1.9312], [-4.7351, -0.4608, -3.9613], [-2.5315, -1.5712, -3.8361], [-1.3548, -1.7374, -1.6774], [-2.7049, 1.9483, 1.1223], [-3.7302, 3.2672, 2.9447], [-4.3029, 2.1731, 5.0836], [-3.8406, -0.2246, 5.4188], [-2.8119, -1.5512, 3.6103], [2.9907, -0.0604, 2.2303], [3.4478, 1.1718, 2.7057], [3.5462, 2.2074, 1.8587], [4.1791, 3.3066, 2.2536], [2.9561, 2.0084, 0.6730], [3.2627, 2.8027, -0.3942], [2.9193, 2.3267, -1.4615], [3.8083, 3.8882, -0.2716], [2.2279, -0.4482, 2.8131], [3.7570, -0.7270, 2.1800], [3.7681, 1.2623, 3.6581], [4.7188, 3.3216, 3.1013], [4.2520, 4.0577, 1.5799], [0.1081, 0.7234, 1.3161], [-0.4751, -0.1278, 0.5018], [-1.7474, 1.6621, -5.0450], [-1.1504, 2.1301, -3.3196], [-1.6542, 3.2417, -2.6738], [-1.1531, 3.5294, -1.4117], [-0.2059, 2.6888, -0.8588], [0.2649, 1.6004, -1.4777], [-0.1899, 1.3414, -2.7013], [-2.4020, 3.8668, -3.1416], [-1.4942, 4.3983, -0.8670], [0.1843, 2.8797, 0.1334], [0.2212, 0.4772, -3.2054]],
  "atomic_forces_ev_per_a": [[0.354, -0.003, -0.359], [-0.192, 0.098, 0.125], [0.083, -0.048, -0.064], [0.145, -0.011, -0.027], [-0.030, -0.001, 0.012], [0.001, 0.008, 0.038], [-0.011, -0.005, 0.024], [-0.077, -0.054, -0.068], [0.040, -0.052, -0.011], [-0.026, -0.004, 0.018], [0.015, 0.001, -0.001], [0.001, -0.007, -0.026], [-0.012, 0.001, -0.014], [-0.042, -0.082, 0.020], [-0.106, -0.054, 0.173], [0.099, -0.093, -0.069], [0.039, -0.027, 0.006], [-0.033, 0.009, -0.022], [0.063, -0.017, 0.021], [-0.081, 0.036, -0.046], [0.012, 0.016, -0.001], [0.066, 0.115, 0.005], [-0.137, -0.023, 0.110], [0.074, -0.036, 0.019], [-0.009, 0.019, 0.023], [-0.003, 0.019, 0.035], [-0.019, -0.003, -0.030], [0.009, -0.006, -0.003], [0.004, 0.009, 0.034], [0.005, -0.021, -0.035], [0.022, 0.011, -0.021], [0.008, 0.003, -0.004], [-0.010, 0.024, 0.003], [0.013, -0.040, 0.008], [0.021, -0.005, -0.031], [0.018, -0.004, 0.005], [0.017, -0.009, 0.007], [-0.005, -0.001, 0.003], [-0.028, -0.015, -0.001], [-0.022, -0.023, -0.029], [-0.017, 0.007, 0.002], [-0.001, -0.001, -0.010], [0.010, -0.010, -0.017], [0.004, -0.007, -0.010], [0.006, 0.024, 0.009], [-0.003, 0.014, -0.005], [-0.006, 0.015, 0.009], [-0.004, -0.007, 0.013], [0.004, -0.017, -0.008], [-0.080, 0.031, 0.050], [0.070, 0.048, 0.064], [-0.030, 0.009, -0.122], [-0.034, 0.055, -0.097], [0.006, -0.008, 0.023], [0.024, 0.027, -0.070], [0.116, 0.012, 0.049], [0.041, 0.089, 0.059], [0.066, 0.004, -0.041], [-0.022, 0.013, 0.019], [-0.024, -0.026, -0.033], [-0.003, -0.020, -0.007], [0.026, -0.012, 0.066], [-0.384, -0.192, 0.044], [0.015, 0.114, 0.209], [0.010, 0.013, 0.008], [-0.007, 0.010, -0.010], [0.049, -0.028, 0.041], [-0.007, -0.023, -0.060], [0.020, 0.011, 0.081], [-0.050, 0.161, -0.066], [-0.060, -0.017, -0.057], [-0.002, 0.000, -0.008], [0.008, 0.009, 0.022], [-0.013, 0.001, 0.017], [0.005, -0.028, 0.008]],
  "mulliken_charge": [0.637, -0.647, 0.342, -0.247, -0.741, -0.230, -0.885, 0.812, -0.486, 0.434, 0.424, 0.393, 0.435, -0.840, 0.529, -0.818, 0.266, -0.518, -0.716, -0.766, -0.757, 0.413, 1.296, 0.397, -0.487, -0.768, -0.562, -0.767, -0.385, 0.276, -0.488, -0.759, -0.572, -0.767, -0.457, 0.531, 0.422, 0.453, 0.458, 0.503, 0.463, 0.451, 0.511, 0.351, 0.483, 0.449, 0.408, 0.441, 0.421, -0.189, -0.371, 0.392, -0.359, 0.067, 1.070, -0.598, -0.806, 0.430, 0.261, 0.187, 0.190, 0.230, -0.486, 1.435, -0.143, -0.521, -0.103, -1.097, -0.165, 0.680, -0.449, 0.477, 0.497, 0.475, 0.565],
  "relative_energy_ev": 0.0000,
  "total_charge": 1,
  "s2": 0.754,
  "largest_force_ev_per_a": 0.50,
  "spin_multiplicity": 2,
  "homo_ev": [-10.198, -10.197]
}